{"formula": "C18H28NO4P2Pb", "method": "the ωB97M-V functional and the def2-TZVPD basis", "species": ["Pb", "P", "C", "C", "N", "C", "C", "C", "C", "C", "P", "H", "H", "H", "H", "H", "H", "H", "H", "O", "H", "H", "O", "H", "C", "H", "H", "H", "C", "H", "H", "H", "C", "H", "H", "H", "C", "H", "H", "H", "O", "C", "O", "C", "C", "C", "C", "C", "C", "H", "H", "H", "H", "H"], "xyz": [[0.00000, 0.00000, 0.00000], [2.04380, -1.02070, 0.26510], [2.34850, -1.48530, -1.54320], [1.04930, -1.78810, -2.27880], [-0.08110, -1.22850, -1.77050], [-1.25930, -1.44790, -2.41110], [-1.34740, -2.22610, -3.56870], [-0.17800, -2.78880, -4.08740], [1.03950, -2.56820, -3.43810], [-2.50020, -0.83910, -1.77160], [-2.07710, 0.66290, -0.70060], [1.95520, -2.98820, -3.82760], [-2.29780, -2.39290, -4.05350], [-0.21450, -3.39060, -4.98370], [-3.23110, -0.55810, -2.52990], [-2.95900, -1.59890, -1.13890], [2.81190, -0.65990, -2.02430], [3.03830, -2.32700, -1.59840], [1.76510, 3.81660, -2.39690], [2.60510, 3.68860, -2.99500], [2.35930, 4.02370, -3.90150], [-1.55030, 4.86610, -0.34470], [-1.16520, 5.66970, -0.82440], [-1.61360, 6.46960, -0.41730], [-2.29840, 2.05440, -1.95010], [-3.28130, 1.99920, -2.41790], [-2.20280, 3.02130, -1.45600], [-1.53870, 1.98090, -2.72910], [-3.63870, 0.82790, 0.33780], [-3.59670, 1.74110, 0.93220], [-4.52120, 0.86730, -0.30070], [-3.73440, -0.02390, 1.01130], [2.11190, -2.70360, 1.10310], [3.03410, -3.22330, 0.84370], [2.07120, -2.58360, 2.18590], [1.26550, -3.31250, 0.78500], [3.69880, -0.25050, 0.72100], [3.72560, -0.01950, 1.78580], [4.51500, -0.93450, 0.48840], [3.84840, 0.67060, 0.15650], [-0.90790, 1.48560, 2.54550], [-0.88550, 0.19720, 2.81540], [-0.60310, -0.66680, 1.85600], [-1.02230, -0.25600, 4.21540], [-0.84350, -1.60930, 4.55380], [-0.92020, -2.01950, 5.88880], [-1.17760, -1.08680, 6.89650], [-1.36040, 0.25910, 6.57170], [-1.28220, 0.67460, 5.23960], [-0.62970, -2.34710, 3.79030], [-0.77210, -3.06100, 6.14390], [-1.22980, -1.40470, 7.93000], [-1.55520, 0.98270, 7.35320], [-1.41530, 1.72590, 5.01460]], "atomic_forces_ev_per_a": [[2.950, 7.095, 0.635], [5.248, -5.171, 0.861], [-1.208, -0.431, 0.852], [0.324, -0.146, 0.072], [-0.313, -2.599, -2.748], [-0.317, 0.010, -0.080], [0.850, 0.218, 0.374], [0.015, 0.319, 0.473], [-0.778, 0.414, 0.363], [0.442, 0.601, -0.091], [-7.761, 0.222, -1.731], [0.063, 0.030, 0.093], [-0.066, 0.080, 0.074], [-0.007, -0.039, -0.030], [0.030, -0.085, -0.092], [-0.069, 0.022, 0.216], [0.501, 0.976, -0.430], [-0.062, -0.014, 0.066], [2.412, -0.194, -1.961], [-2.619, 0.606, 0.412], [0.189, -0.432, 1.587], [0.795, 1.996, -0.786], [-1.515, -0.437, 1.483], [0.757, -1.573, -0.640], [0.829, -0.505, 0.683], [-0.034, -0.258, 0.229], [0.077, -0.076, -0.014], [0.064, 0.031, 0.076], [0.384, -0.041, -0.506], [0.179, -0.066, -0.019], [-0.001, 0.023, -0.089], [0.189, 0.021, -0.019], [0.695, 0.367, -0.385], [0.080, -0.139, 0.078], [-0.078, 0.110, -0.042], [-0.071, 0.143, -0.035], [-1.033, 0.249, -0.143], [-0.120, -0.028, -0.041], [-0.248, -0.200, -0.081], [-0.109, 0.008, 0.040], [-0.272, -4.912, 0.687], [0.720, 5.177, -1.731], [-1.013, -0.937, 2.709], [-0.120, -0.613, 0.563], [-0.075, 0.228, 0.461], [-0.040, 0.470, -0.193], [0.031, 0.095, -0.443], [0.112, -0.327, -0.523], [0.008, -0.279, 0.195], [-0.048, 0.135, -0.082], [-0.012, 0.021, -0.034], [-0.006, -0.013, -0.027], [0.003, -0.009, -0.065], [0.046, -0.142, -0.223]], "lowdin_charge": [0.874, 0.732, -0.239, -0.283, -0.091, -0.289, 0.006, -0.012, 0.009, -0.251, 0.741, 0.126, 0.124, 0.120, 0.097, 0.106, 0.087, 0.104, 0.080, -0.138, 0.051, 0.046, -0.117, 0.069, -0.187, 0.059, 0.028, 0.050, -0.211, 0.050, 0.046, 0.051, -0.235, 0.039, 0.044, 0.046, -0.192, 0.054, 0.058, 0.051, -0.075, -0.499, -0.290, -0.149, -0.022, -0.070, -0.069, -0.063, -0.006, 0.106, 0.103, 0.106, 0.106, 0.117], "e_lumo_ev": [-3.3, -3.3], "total_charge": 1, "total_energy_ev": -52616.610}



{"formula": "C18H28O10S", "method": "the ωB97M-V functional and the def2-TZVPD basis", "species": ["C", "C", "O", "C", "O", "C", "C", "O", "O", "C", "C", "C", "C", "S", "O", "O", "C", "C", "C", "C", "O", "O", "C", "C", "C", "O", "O", "C", "C", "H", "H", "H", "H", "H", "H", "H", "H", "H", "H", "H", "H", "H", "H", "H", "H", "H", "H", "H", "H", "H", "H", "H", "H", "H", "H", "H", "H"], "xyz": [[-2.23646, 1.43211, 2.65263], [-3.17320, 0.30828, 2.23314], [-2.53623, -0.50392, 1.23988], [-2.91090, -0.37583, -0.01762], [-3.82033, 0.30349, -0.41477], [-2.04265, -1.20486, -0.96808], [-2.01487, -2.68078, -0.57807], [-1.93972, -3.11175, 0.54145], [-2.11517, -3.42514, -1.66813], [-2.03673, -4.84977, -1.49981], [-2.56075, -5.50915, -2.76057], [-0.63440, -0.57780, -1.13469], [0.19293, -1.37200, -2.13239], [1.27109, -2.44006, -1.10472], [2.64147, -2.08851, -1.37224], [0.91510, -3.82445, -1.26218], [0.78422, -1.79116, 0.51906], [0.18981, -0.44386, 0.16742], [1.31440, 0.58392, -0.02340], [1.98629, 0.89858, 1.31705], [1.51231, 0.64835, 2.39073], [3.14431, 1.51214, 1.11483], [3.86841, 1.94370, 2.27320], [3.35796, 3.28762, 2.77093], [0.78352, 1.94114, -0.47471], [-0.20418, 2.46260, -0.02809], [1.56987, 2.46706, -1.40297], [1.27246, 3.79755, -1.84338], [1.85859, 4.82946, -0.89228], [-1.31912, 1.02441, 3.07126], [-1.98105, 2.04970, 1.79412], [-2.72352, 2.04986, 3.40154], [-4.10475, 0.70608, 1.81962], [-3.38978, -0.35942, 3.06999], [-2.52917, -1.14917, -1.94839], [-0.98578, -5.09933, -1.32184], [-2.62594, -5.12940, -0.62068], [-3.59338, -5.22031, -2.94067], [-1.95909, -5.21157, -3.61470], [-2.50822, -6.58817, -2.65152], [-0.81857, 0.43081, -1.52103], [0.85363, -0.74628, -2.72466], [-0.39987, -2.01184, -2.77758], [0.06123, -2.46173, 0.97011], [1.67069, -1.72027, 1.13908], [-0.44779, -0.09072, 0.97979], [2.07965, 0.24112, -0.72312], [3.76764, 1.18506, 3.05545], [4.90768, 2.00908, 1.94694], [3.94647, 3.60547, 3.62651], [2.31687, 3.20145, 3.07303], [3.43857, 4.03671, 1.98704], [1.72195, 3.87257, -2.83491], [0.18623, 3.91425, -1.91243], [1.38473, 4.74765, 0.08311], [2.92864, 4.66985, -0.78387], [1.68492, 5.82722, -1.28442]], "atomic_forces_ev_per_a": [[-0.146, -0.333, -0.218], [-0.312, 0.489, 0.302], [0.222, -0.150, 0.323], [-0.055, -0.223, -0.610], [-0.040, 0.154, -0.040], [-0.191, 0.085, 0.120], [-0.241, 0.284, 0.240], [-0.010, -0.175, 0.005], [-0.099, -0.047, -0.543], [0.051, -0.594, 0.187], [0.103, 0.389, 0.260], [-0.322, 0.262, 0.131], [0.367, -0.324, 0.420], [0.242, -0.232, -0.200], [0.194, 0.379, 0.068], [-0.341, -0.106, 0.111], [0.054, -0.200, -0.590], [-0.096, 0.726, 0.254], [-0.120, 0.236, 0.257], [-0.195, -0.312, -0.244], [-0.035, -0.048, 0.197], [0.219, 0.129, -0.309], [0.108, 0.170, 0.534], [-0.009, -0.340, -0.238], [0.007, -0.323, -0.008], [-0.100, 0.063, 0.057], [0.311, -0.098, -0.243], [-0.230, 0.520, -0.013], [-0.099, -0.382, -0.121], [0.111, 0.013, 0.049], [0.024, 0.067, -0.025], [-0.050, 0.078, 0.108], [0.138, -0.139, 0.122], [-0.008, 0.034, -0.145], [0.082, 0.041, 0.244], [-0.238, 0.036, 0.045], [0.113, 0.052, -0.134], [-0.096, -0.024, -0.046], [0.044, -0.025, -0.137], [0.007, -0.117, -0.002], [-0.012, -0.158, -0.010], [0.115, 0.008, 0.001], [0.023, -0.087, -0.052], [0.010, -0.043, -0.043], [0.161, -0.077, -0.036], [0.216, -0.090, -0.180], [-0.018, 0.110, 0.069], [0.092, 0.079, -0.154], [-0.130, -0.063, 0.031], [0.059, 0.063, 0.101], [-0.064, 0.029, 0.056], [0.023, 0.098, -0.042], [-0.089, -0.049, 0.106], [0.176, -0.040, -0.077], [-0.021, 0.042, 0.078], [0.101, 0.039, 0.013], [-0.008, 0.126, -0.027]], "lowdin_charge": [-0.048, -0.181, -0.002, -0.452, 0.134, -0.051, -0.465, 0.134, 0.001, -0.204, -0.057, -0.219, -0.126, 0.717, -0.311, -0.303, -0.123, -0.243, -0.073, -0.454, 0.147, 0.025, -0.195, -0.052, -0.466, 0.145, 0.025, -0.198, -0.057, 0.074, 0.068, 0.079, 0.120, 0.129, 0.166, 0.110, 0.127, 0.078, 0.078, 0.079, 0.155, 0.114, 0.109, 0.102, 0.119, 0.135, 0.151, 0.124, 0.126, 0.080, 0.079, 0.070, 0.126, 0.124, 0.075, 0.079, 0.079], "e_lumo_ev": 0.6, "smiles": "CCOC(=O)C(C(=O)OCC)[C@@H]1CS(=O)(=O)C[C@H]1C(C(=O)OCC)C(=O)OCC", "total_energy_ev": -50431.643, "de_lowest_kcal_mol": 3.4}